{"formula": "C34H56NO8S", "method": "ωB97M-V/def2-TZVPD", "max_force_ha_per_bohr": 0.0594, "charge": 1, "homo_lumo_gap_ev": 9.61, "molar_mass_g_mol": 638.9, "elements": ["C", "C", "C", "S", "C", "C", "C", "N", "C", "C", "C", "C", "O", "C", "C", "O", "C", "C", "C", "C", "O", "O", "C", "C", "C", "C", "C", "C", "C", "C", "O", "C", "C", "O", "C", "C", "H", "H", "H", "H", "H", "H", "H", "H", "H", "H", "H", "H", "H", "H", "H", "H", "H", "H", "H", "H", "H", "H", "H", "H", "H", "H", "H", "H", "H", "H", "H", "H", "H", "H", "H", "H", "H", "H", "H", "H", "H", "H", "H", "H", "C", "C", "O", "C", "H", "H", "H", "H", "H", "H", "C", "C", "O", "C", "H", "H", "H", "H", "H", "H"], "coordinates": [[-5.86767, 1.85708, 0.94747], [-4.70368, 1.72614, 0.68328], [-3.22443, 1.58215, 0.62394], [-2.63223, 3.20933, 1.15526], [-2.98410, 0.33034, 1.52242], [-3.31009, 0.49247, 2.99313], [-2.81471, 1.39419, 3.83140], [-1.74759, -0.46945, 1.05667], [-0.63616, -0.01475, 1.99766], [0.80957, -0.45778, 1.79585], [1.11054, -1.83991, 1.19571], [2.60014, -2.10355, 1.07135], [3.27252, -1.18083, 0.20017], [4.22048, -0.41409, 0.80790], [5.40124, -0.10851, -0.07987], [4.11362, -0.01560, 1.93572], [-1.89486, -1.95135, 1.32873], [-3.26156, -2.49463, 1.72578], [-4.31927, -2.63964, 0.61831], [-5.67118, -2.88888, 1.24052], [-6.25820, -3.92333, 1.19379], [-6.18029, -1.80791, 1.94000], [-1.58816, -0.03812, -0.39194], [-0.25104, 0.63668, -0.79627], [0.21952, 1.99497, -0.22355], [0.24025, 3.16651, -1.22344], [1.04248, 2.92571, -2.51236], [2.26614, 2.02544, -2.37969], [3.36346, 2.64786, -1.47358], [-1.70279, -1.22082, -1.41157], [-1.72484, -0.76680, -2.73318], [-0.68316, -1.27175, -3.55365], [-2.75109, 0.97914, -0.77912], [-2.37398, 1.95057, -1.69696], [-3.97319, 0.34009, -1.37049], [-4.74644, -0.36978, -1.95462], [-6.92801, 1.83571, 1.05423], [-3.32705, 3.97176, 0.29719], [-3.84271, -0.25367, 1.19233], [-4.01754, -0.21214, 3.41509], [-3.25203, 1.50514, 4.81463], [-1.97854, 2.03515, 3.58306], [-0.92083, -0.29414, 3.00751], [-0.68058, 1.07343, 2.02591], [1.26336, -0.49262, 2.78932], [1.43279, 0.27451, 1.28560], [0.77040, -2.59706, 1.90582], [0.60703, -2.05850, 0.25138], [2.70665, -3.08699, 0.60606], [3.06621, -2.16365, 2.05216], [5.13281, -0.29283, -1.11946], [6.25205, -0.72152, 0.20585], [5.63583, 0.94925, 0.01307], [-1.50107, -2.55677, 0.51575], [-1.23455, -2.22925, 2.14561], [-3.08004, -3.49951, 2.11469], [-3.70830, -1.95936, 2.56266], [-4.07825, -3.46955, -0.04455], [-4.40547, -1.74208, 0.00283], [-6.30879, -1.07655, 1.31794], [-0.21111, 0.73671, -1.87375], [0.53275, -0.09549, -0.58685], [-0.29385, 2.35326, 0.66376], [1.26249, 1.88046, 0.07683], [-0.76155, 3.53963, -1.42027], [0.73094, 3.98607, -0.68302], [1.38212, 3.89137, -2.89383], [0.37104, 2.52701, -3.28258], [2.70171, 1.93632, -3.37712], [2.04134, 1.00583, -2.06396], [3.47975, 2.03663, -0.57878], [3.10569, 3.66295, -1.17528], [4.31742, 2.64990, -1.99878], [-0.82079, -1.85713, -1.25526], [-2.57013, -1.85332, -1.21910], [-0.53577, -2.34378, -3.40101], [-0.95586, -1.11677, -4.59495], [0.26547, -0.75405, -3.37703], [-2.57563, 1.63384, -2.58579], [-5.52307, -0.90224, -2.45482], [5.43735, 1.94638, -6.85558], [4.35393, 2.45608, -5.93974], [3.60489, 1.70085, -5.36013], [4.24413, 3.95206, -5.77661], [5.40837, 0.85972, -6.88466], [5.28777, 2.33542, -7.86368], [6.41485, 2.26913, -6.49417], [4.04733, 4.41995, -6.74211], [5.17486, 4.35361, -5.37304], [3.42882, 4.18598, -5.09482], [1.64149, -4.73377, 5.17461], [1.46387, -3.23847, 5.19523], [1.26238, -2.60935, 4.17557], [1.55033, -2.55717, 6.53459], [1.55893, -5.10003, 4.15351], [2.62304, -4.99779, 5.57012], [0.87503, -5.20887, 5.78843], [2.52855, -2.73788, 6.98172], [0.78022, -2.94706, 7.20176], [1.40831, -1.48593, 6.41118]], "lowdin_charge": [0.17, -0.18, -0.57, 0.93, -0.20, -0.11, 0.05, -0.01, -0.08, -0.14, -0.18, -0.16, -0.01, -0.53, 0.02, 0.12, -0.08, -0.13, -0.10, -0.49, 0.17, 0.07, -0.18, -0.09, -0.19, -0.20, -0.20, -0.24, -0.07, -0.17, -0.17, -0.05, -0.37, 0.03, -0.05, 0.18, 0.05, -0.07, 0.11, 0.11, 0.08, 0.05, 0.13, 0.11, 0.12, 0.09, 0.09, 0.09, 0.13, 0.13, 0.09, 0.10, 0.08, 0.12, 0.12, 0.14, 0.10, 0.14, 0.07, 0.10, 0.10, 0.10, 0.04, 0.10, 0.08, 0.11, 0.11, 0.11, 0.07, 0.09, 0.05, 0.08, 0.07, 0.12, 0.11, 0.10, 0.10, 0.09, 0.13, 0.07, -0.02, -0.49, 0.05, -0.01, 0.08, 0.09, 0.09, 0.09, 0.09, 0.07, -0.01, -0.48, 0.05, -0.01, 0.08, 0.09, 0.09, 0.09, 0.09, 0.08]}


{"formula": "C34H57BrN4O13PS3", "method": "ωB97M-V/def2-TZVPD", "max_force_ha_per_bohr": 0.1279, "charge": 1, "homo_lumo_gap_ev": 6.23, "molar_mass_g_mol": 936.9, "elements": ["C", "C", "C", "C", "C", "C", "S", "O", "O", "C", "C", "C", "C", "C", "N", "C", "C", "O", "C", "C", "C", "C", "C", "Br", "N", "C", "C", "O", "O", "C", "C", "C", "C", "N", "C", "P", "N", "O", "O", "C", "C", "C", "H", "H", "H", "H", "H", "H", "H", "H", "H", "H", "H", "H", "H", "H", "H", "H", "H", "H", "H", "H", "H", "H", "H", "H", "H", "H", "H", "H", "H", "H", "H", "H", "H", "H", "H", "H", "H", "H", "H", "H", "H", "O", "S", "O", "O", "C", "C", "C", "H", "H", "H", "H", "H", "H", "H", "H", "O", "S", "O", "O", "C", "C", "C", "H", "H", "H", "H", "H", "H", "H", "H"], "coordinates": [[4.31240, 4.63692, 2.95123], [3.64169, 3.65965, 3.34236], [3.13972, 2.31300, 4.01186], [2.23849, 1.62408, 2.93256], [3.00769, 0.84998, 1.84245], [4.58115, 0.87615, 1.88636], [5.33404, 1.37535, 0.23380], [4.26437, 1.83804, -0.71354], [6.24375, 2.55131, 0.43093], [2.19135, 0.10481, 0.80951], [2.98544, -0.84765, -0.15253], [4.16713, -1.74584, 0.49956], [4.08447, -3.28255, 0.09220], [5.42020, -3.68830, -0.71186], [5.18112, -3.25259, -2.12793], [6.41778, -2.81810, -2.78935], [7.35754, -1.66347, -2.24864], [6.74998, -3.39112, -3.82031], [0.66075, 0.27857, 0.75710], [-0.17634, -0.32161, -0.36931], [0.36271, -0.99985, -1.64797], [0.15035, 0.14176, -2.81133], [0.01029, -0.63004, -4.21751], [1.82591, 1.19710, -2.86027], [-1.60303, -0.25965, -0.36476], [-2.46102, -0.90938, -1.37207], [-2.83831, -2.34984, -0.75996], [-3.76380, -3.01526, -1.18582], [-2.10610, -2.85727, 0.34524], [-2.33822, 0.45738, 0.64678], [-3.93314, 0.45248, 0.63477], [-4.57097, 1.51660, -0.35923], [-6.08522, 1.77089, 0.14261], [-6.27898, 3.26431, 0.06674], [-1.66476, 1.24391, 1.75341], [-2.70404, 2.31328, 2.88510], [-2.07659, 3.77008, 3.12213], [-3.13690, 1.54005, 4.32199], [-4.19330, 2.81997, 2.22082], [-0.12344, 1.08306, 1.81722], [0.71510, 1.67738, 2.93117], [0.20061, 2.37395, 4.22920], [4.80113, 5.64671, 2.93823], [4.02551, 1.65975, 4.29704], [2.67717, 2.63597, 4.96951], [5.03447, -0.09896, 2.26151], [5.03584, 1.65855, 2.55108], [6.13329, 0.37289, -0.28830], [2.24903, -1.72225, -0.22755], [3.25092, -0.41816, -1.15386], [5.19311, -1.38336, 0.21571], [3.96998, -1.70226, 1.61920], [3.23277, -3.55200, -0.59227], [4.09270, -3.90383, 1.03489], [5.54032, -4.81821, -0.73052], [6.30384, -3.16813, -0.24513], [4.50505, -2.48271, -2.17516], [6.83906, -0.65390, -2.21726], [7.70569, -1.85833, -1.18333], [8.22305, -1.56696, -2.96455], [-0.17760, -1.96022, -1.93835], [1.42760, -1.21385, -1.82492], [-0.77188, 0.75364, -2.61367], [0.56462, -0.09178, -5.04341], [-1.09470, -0.70840, -4.47210], [0.45159, -1.67515, -4.13209], [-1.99498, -1.18601, -2.35461], [-3.36776, -0.33383, -1.69412], [-2.68631, -2.76741, 1.13670], [-4.32397, 0.51583, 1.69894], [-4.35651, -0.55735, 0.30724], [-4.67057, 1.17565, -1.42686], [-3.95072, 2.45670, -0.33142], [-6.19047, 1.47720, 1.22292], [-6.82356, 1.27357, -0.54856], [-7.24887, 3.44095, -0.20683], [-5.67009, 3.66774, -0.65199], [-1.94828, 3.91383, 4.13705], [-3.52641, 0.67751, 4.04706], [-4.01886, 3.55163, 1.59120], [0.82462, 2.14934, 5.15884], [-0.75304, 1.83389, 4.53921], [0.10102, 3.48687, 4.19165], [-4.43235, -4.75660, 2.24716], [-4.32368, -5.97657, 1.48666], [-5.45818, -6.82019, 1.24838], [-3.13425, -6.87122, 2.10402], [-3.16184, -7.17093, 3.50375], [-4.14300, -8.28398, 3.81908], [-3.55116, -5.61272, -0.05697], [-3.38194, -6.27282, 4.08709], [-2.15458, -7.49248, 3.77508], [-5.17155, -7.95989, 3.65088], [-4.05186, -8.59225, 4.86220], [-3.96707, -9.14821, 3.17576], [-2.65965, -5.02181, 0.12935], [-4.25692, -5.04651, -0.65661], [-3.30123, -6.54656, -0.55868], [-1.89858, 4.68307, -2.63378], [-1.59937, 5.41255, -3.83813], [-1.61350, 4.77726, -5.12535], [-0.19357, 6.17534, -3.65148], [0.94518, 5.40963, -3.24709], [1.53633, 4.63037, -4.40640], [-2.62144, 6.85276, -3.90554], [0.68942, 4.74779, -2.41517], [1.68622, 6.11994, -2.87678], [0.85552, 3.84339, -4.73652], [2.47804, 4.16239, -4.11363], [1.71497, 5.28334, -5.26293], [-2.56658, 7.36911, -2.94882], [-3.64336, 6.52818, -4.09875], [-2.27471, 7.49345, -4.71433]], "lowdin_charge": [0.11, -0.09, -0.14, -0.05, -0.08, -0.19, 0.76, -0.41, -0.38, -0.04, -0.18, -0.19, -0.16, -0.20, 0.00, -0.43, -0.02, 0.09, 0.03, -0.02, -0.17, -0.65, -0.13, 0.81, 0.01, -0.03, -0.37, 0.12, 0.04, -0.08, -0.15, -0.17, -0.24, -0.02, -0.07, 0.66, -0.18, -0.16, -0.21, -0.02, -0.09, -0.10, 0.07, 0.13, 0.10, 0.11, 0.08, 0.06, 0.10, 0.06, 0.07, 0.11, 0.11, 0.12, 0.13, 0.10, 0.10, 0.07, 0.08, 0.10, 0.13, 0.06, 0.10, 0.07, 0.09, 0.09, 0.12, 0.13, 0.13, 0.10, 0.13, 0.11, 0.11, 0.10, 0.12, 0.07, 0.06, 0.00, 0.08, 0.07, 0.09, 0.06, 0.09, -0.30, 0.61, -0.26, -0.26, -0.27, -0.07, -0.13, 0.11, 0.12, 0.07, 0.08, 0.09, 0.05, 0.06, 0.09, -0.30, 0.59, -0.28, -0.26, -0.26, -0.09, -0.12, 0.11, 0.13, 0.06, 0.07, 0.09, 0.08, 0.08, 0.08]}